[1]
13
Properties=species:S:1:pos:R:3 method="wB97M-V/def2-TZVPD" multiplicity=1 lumo_energy_ev=0.47 e_above_lowest_kj_mol=146.9 largest_force_ev_per_a=2.06
C 0.82 -1.47 1.32
C -1.48 0.20 -0.35
C -0.25 1.94 -0.71
H -0.01 -1.32 1.94
H 1.43 -0.58 1.31
H 1.45 -2.35 1.68
H -2.27 -0.46 -0.08
H 1.17 0.80 -1.77
N -0.31 -0.31 -0.87
N -1.52 1.50 -0.25
N 0.54 0.80 -0.94
O 0.11 3.08 -0.89
S 0.31 -1.83 -0.39

=====

[2]
54
Properties=species:S:1:pos:R:3 method="wB97M-V/def2-TZVPD" s_squared=0.776 multiplicity=2 lumo_energy_ev="2.48 / 2.48" charge=-1 e_above_lowest_kj_mol=204.0 largest_force_ev_per_a=5.83
Sc 0.93 0.30 -0.15
C 3.54 -1.25 1.46
N 2.05 -1.07 1.43
C 1.64 -0.47 2.71
C 1.43 1.02 2.44
N 0.30 1.23 1.60
C -0.95 1.03 2.09
C -1.38 0.64 3.36
F -0.48 0.63 4.35
C -2.70 0.26 3.67
F -2.95 -0.35 4.85
C -3.70 0.46 2.74
F -5.04 0.34 2.93
C -3.32 1.00 1.51
F -4.24 1.23 0.57
C -2.06 1.27 1.26
F -1.75 1.66 -0.02
C 1.41 -2.43 1.06
C -0.20 -2.32 0.91
N -0.52 -1.26 0.00
C -1.72 -1.27 -0.69
C -2.92 -1.89 -0.36
F -2.82 -2.65 0.79
C -4.13 -1.68 -0.97
F -5.25 -2.11 -0.29
C -4.23 -0.90 -2.07
F -5.37 -0.67 -2.70
C -2.98 -0.39 -2.59
F -3.01 0.35 -3.69
C -1.76 -0.56 -1.89
F -0.56 0.05 -2.33
H 3.78 -2.06 2.11
H 4.00 -1.49 0.50
H 4.07 -0.35 1.86
H 0.76 -0.95 2.92
H 2.39 -0.55 3.48
H 1.34 1.61 3.39
H 2.34 1.34 1.83
H 1.89 -2.69 0.04
H 1.74 -3.27 1.64
H -0.49 -3.25 0.47
H -0.51 -2.20 1.96
O 1.06 1.86 -1.35
N 1.77 1.88 -2.50
C 1.59 2.92 -3.41
C 2.46 3.03 -4.56
C 3.47 2.11 -4.74
C 3.63 1.11 -3.84
C 2.92 0.99 -2.61
S 3.13 -0.15 -1.36
H 0.75 3.62 -3.01
H 2.08 3.64 -5.35
H 3.98 2.15 -5.68
H 4.55 0.48 -3.74

=====

[3]
16
Properties=species:S:1:pos:R:3 method="wB97M-V/def2-TZVPD" multiplicity=1 lumo_energy_ev="-4.92 / -4.92" charge=+1 e_above_lowest_kj_mol=382.0 largest_force_ev_per_a=4.54
C -0.90 1.27 -0.21
C -1.97 -0.67 0.15
C 0.31 -0.61 -0.37
N -2.00 0.64 0.23
N 0.23 0.78 -0.64
N -0.81 -1.29 -0.19
N 1.52 -1.02 -0.40
N 1.31 1.45 -0.81
H -0.91 2.41 -0.28
H -2.81 -1.28 0.42
H 0.48 0.02 1.67
H -0.56 -2.35 -0.13
H 2.33 -0.30 -0.61
H 1.76 -1.91 -0.55
H 1.13 2.45 -0.54
H 0.91 0.40 2.26

=====

[4]
20
Properties=species:S:1:pos:R:3 method="wB97M-V/def2-TZVPD" multiplicity=1 lumo_energy_ev=-4.32 charge=+1 e_above_lowest_kj_mol=190.0 largest_force_ev_per_a=2.47
C 0.40 -2.05 1.41
C -0.74 -1.25 2.00
C -0.93 0.08 1.29
N 0.23 -0.33 -1.44
C -1.02 0.04 -1.22
N -1.59 -0.04 -0.04
H 0.31 -2.57 0.44
H 0.75 -2.90 2.02
H 1.38 -1.56 1.31
H -1.61 -1.90 2.06
H -0.41 -0.98 3.00
H -1.64 0.69 1.85
H -0.02 0.60 1.08
H 0.76 0.03 -2.22
H 0.57 -1.22 -1.11
H -1.72 0.29 -2.02
H -2.55 -0.38 -0.10
H 1.94 4.80 -3.06
H 3.28 4.51 -2.34
O 2.61 4.13 -2.92

=====

[5]
58
Properties=species:S:1:pos:R:3 method="wB97M-V/def2-TZVPD" s_squared=2.031 multiplicity=3 lumo_energy_ev="-4.48 / -5.17" charge=+1 e_above_lowest_kj_mol=0.0 largest_force_ev_per_a=2.49
O 1.60 -0.25 -0.81
C 2.21 -1.30 0.13
C 2.95 -1.99 -0.98
H 1.40 -1.86 0.61
H 2.86 -0.79 0.85
C 2.48 -0.86 -1.90
H 2.53 -2.97 -1.23
H 4.03 -2.02 -0.83
C 1.66 -1.32 -3.08
H 0.79 -1.90 -2.75
H 2.28 -1.96 -3.72
H 1.33 -0.46 -3.67
C 3.55 0.15 -2.27
H 4.14 0.42 -1.40
H 3.09 1.05 -2.70
H 4.21 -0.29 -3.03
Mo 0.43 1.38 -0.37
C 1.05 3.27 0.82
C 0.05 2.60 1.62
C 0.65 1.43 2.19
H -0.92 3.00 1.86
C 1.98 1.33 1.70
C 2.24 2.45 0.83
H 3.20 2.70 0.38
H 0.97 4.26 0.40
H 0.19 0.78 2.93
H 2.74 0.63 2.06
C -1.19 2.78 -1.16
C 0.00 2.98 -1.93
C 0.30 1.76 -2.64
H 0.57 3.90 -2.02
C -0.76 0.81 -2.33
C -1.66 1.45 -1.42
H -2.56 1.00 -1.03
H -1.71 3.52 -0.56
H 1.08 1.61 -3.37
H -0.89 -0.15 -2.79
O -1.03 -3.86 -0.08
C -1.19 -2.47 -0.44
C -1.20 -1.63 0.84
H -2.15 -2.36 -0.99
H -0.38 -2.18 -1.13
C -1.08 -2.62 2.01
H -2.16 -1.08 0.90
H -0.41 -0.86 0.86
C -1.29 -3.99 1.34
H -1.82 -2.41 2.79
H -0.08 -2.56 2.45
H -2.34 -4.30 1.50
H -0.63 -4.77 1.74
C -4.74 0.88 2.78
S -3.06 1.11 2.22
O -2.89 2.56 2.09
O -2.18 0.44 3.17
O -3.08 0.43 0.89
H -4.87 1.40 3.73
H -4.93 -0.19 2.89
H -5.39 1.31 2.01

=====

[6]
8
Properties=species:S:1:pos:R:3 method="wB97M-V/def2-TZVPD" multiplicity=1 lumo_energy_ev=-0.27 e_above_lowest_kj_mol=76.8 largest_force_ev_per_a=2.88
C -0.42 0.96 0.04
C -0.01 -0.50 0.23
C 1.12 -1.13 0.54
O 2.04 -1.76 0.93
Cl -1.08 -1.70 -0.43
I -0.44 1.40 -2.08
H 0.34 1.65 0.40
H -1.56 1.08 0.37